1.
Computed, not measured: a molecular structure, C35H37CrO4Si at a distorted geometry, with ωB97M-V with the def2-TZVPD basis set.

The geometry in XYZ format:
```
78
Properties=species:S:1:pos:R:3:forces:R:3
C 0.9611 1.0559 -3.4073 0.2988 0.1595 0.0454
Si 0.8380 2.5084 -2.2607 -1.7952 -0.0076 0.3162
C 1.9310 2.4822 -0.7760 0.3487 -0.0624 0.3514
C 0.9852 4.1351 -3.1652 -0.1286 -0.2749 -0.0642
O -0.7781 2.3188 -1.6193 1.6539 0.6998 -0.7982
C -1.4302 1.7739 -0.5894 0.6299 0.2213 -0.3488
C -1.3561 0.2531 -0.4973 -2.2001 -0.3679 -5.0613
C -2.8662 -0.1631 -0.6036 0.1252 -1.4201 -0.6018
C -3.8117 0.0743 -1.7914 -1.2034 0.1060 -0.3011
C -4.7360 1.3209 -1.7304 0.2818 0.5268 -0.6894
C -4.0625 2.5849 -2.3092 -0.3000 0.4259 -0.1661
C -3.4036 3.5061 -1.2960 0.1872 -0.5042 0.6474
C -2.5748 2.6862 -0.1998 0.2478 1.0969 0.4644
H 1.9697 0.6610 -3.3802 0.2973 -0.2310 -0.2251
H 0.2691 0.2574 -3.1563 -0.0163 -0.0441 0.0293
H 0.7408 1.3846 -4.4202 0.0380 -0.0706 -0.1469
H 2.9783 2.4011 -1.0838 0.0177 0.0885 0.0947
H 1.8105 3.3967 -0.1797 0.0557 -0.1481 -0.1760
H 1.6951 1.6224 -0.1443 0.0519 0.2487 -0.0964
H 2.0389 4.3975 -3.3293 -0.1582 -0.1104 0.0753
H 0.5069 4.0847 -4.1511 0.0304 0.0545 0.2204
H 0.5268 4.9432 -2.5939 0.0048 0.0273 -0.0138
H -0.7907 -0.1206 -1.5000 -1.4302 0.9999 2.0649
H -2.7830 -1.2429 -0.5546 -0.5008 0.1200 -0.0238
H -3.4033 0.1594 0.2871 0.0718 0.0314 0.3205
H -3.3431 -0.0344 -2.7837 0.1874 0.3855 0.3996
H -4.5414 -0.7567 -1.8017 0.5181 -0.0397 0.3335
H -5.6564 1.1801 -2.3261 0.5291 -0.4379 0.1639
H -5.1202 1.4933 -0.7117 0.2963 -0.0705 -0.1246
H -3.2739 2.2963 -3.0071 -0.1839 -0.2150 -0.1908
H -4.8079 3.1717 -2.8848 0.4471 -0.2909 0.2481
H -2.7917 4.2508 -1.8163 0.2962 -0.3702 0.1416
H -4.1750 4.1381 -0.8088 0.4051 -0.6285 0.2790
H -3.2493 2.1528 0.4601 -0.2656 0.1364 0.1529
H -2.0686 3.4704 0.4107 -0.4595 -0.2655 -0.0571
O 5.9155 -2.5835 4.3560 -1.1512 1.5758 -3.6975
C 5.5474 -2.2075 3.3177 1.0313 -1.6187 4.5465
Cr 4.8699 -1.8933 1.5630 0.9434 -1.2139 0.6380
C 3.4428 -2.9854 2.1016 -2.8408 -3.0328 1.4942
O 2.6515 -3.7587 2.4735 2.4641 2.7232 -1.3051
C 5.7662 -3.5289 1.2116 1.8645 -5.3827 -0.3236
O 6.2447 -4.5957 1.1595 -1.7492 4.4337 0.0123
C 6.2315 -0.4247 0.7057 0.8301 0.9012 -0.4909
C 5.4604 0.1582 1.7105 0.3732 0.5837 0.5833
C 4.0588 0.0494 1.6844 -1.8167 1.0759 0.7785
C 3.3542 -0.5592 0.6220 -0.1912 0.0305 0.1386
C 1.8808 -0.6304 0.6629 -1.1414 0.7423 -0.5315
C 0.6576 -0.4858 0.5917 2.8020 -1.2664 0.7738
C -0.7973 -0.7348 0.5255 0.9818 -0.7109 2.1722
C -0.9782 -2.3227 0.2908 -0.0954 -0.3152 0.8137
C 0.0623 -3.1917 -0.0713 0.0339 0.0143 -1.0661
C -0.1616 -4.5599 -0.3422 0.0769 0.0805 -0.2287
C -1.4063 -5.1562 -0.1694 0.0263 -0.0698 -0.3796
C -2.4191 -4.3368 0.3034 -0.0773 0.4418 0.0982
C -2.1897 -2.9855 0.5904 -0.3839 0.1935 -0.6113
C -1.4116 -0.2561 1.8550 1.6023 -1.6833 0.1944
C -1.0980 1.0514 2.2406 -0.0599 2.8210 0.5115
C -1.8934 1.7409 3.1454 0.4511 0.0247 -0.7177
C -2.9230 1.0528 3.8132 -0.0049 0.9855 -0.6437
C -3.0163 -0.3406 3.6509 0.5343 -1.0902 -0.7650
C -2.1516 -1.0055 2.7794 -2.1558 -0.6448 1.3239
C 4.1720 -1.2197 -0.3312 -1.5746 -0.2627 -1.1768
C 5.5808 -1.1265 -0.3110 0.2542 -0.1489 -0.6412
H 7.3274 -0.3615 0.7348 -0.5830 -0.0815 -0.0078
H 5.9375 0.6688 2.5579 -0.2152 -0.3119 -0.4451
H 3.4366 0.4097 2.5153 0.5736 0.1231 -0.3977
H 1.0439 -2.8008 -0.3440 -0.2814 -0.0684 0.2173
H 0.6144 -5.1591 -0.8261 0.0265 0.3428 0.4469
H -1.6179 -6.2077 -0.4812 0.3470 1.0746 0.4081
H -3.4333 -4.7131 0.3560 0.0460 -0.0052 0.3364
H -3.0451 -2.4087 0.9361 0.1273 -0.2516 -0.1900
H -0.2728 1.5681 1.7407 -0.4375 -0.1164 0.1174
H -1.7940 2.8213 3.2394 0.1779 -0.3317 0.2460
H -3.6549 1.6118 4.3925 0.2124 -0.2211 0.1173
H -3.8268 -0.8631 4.1446 0.3580 -0.2198 0.2161
H -2.2223 -2.0959 2.7924 0.1895 0.5015 -0.4290
H 3.6623 -1.8384 -1.0803 0.4054 0.4011 0.1568
H 6.1667 -1.6388 -1.0867 -0.3520 0.2074 0.4434
```
Positions in Å, forces in eV/Å.

Properties
E_tot ... -2990.06179 Eh
Net charge ... +2
ΔE to the lowest compared entry with this formula, charge and spin ... 356.8 kJ/mol
2S+1 ... 4

2.
Computed, not measured: 2 unconnected molecules or ions with the total composition C4H6N2OS at a distorted geometry, with ωB97M-V with the def2-TZVPD basis set.

The geometry in XYZ format:
```
14
Properties=species:S:1:pos:R:3:forces:R:3
C -0.8489 -0.3598 -0.0398 -2.2212 -0.1436 -0.3478
C 0.9415 1.2263 -0.0558 -1.2045 4.6482 -2.3777
C 1.8528 0.3128 -0.2776 0.9130 0.8757 1.4718
C 1.4660 -1.0430 0.0596 2.0308 -0.8557 0.1380
H -4.5133 -0.6523 0.9869 2.6662 1.5980 -2.3590
H -1.2692 1.6247 0.1894 2.6599 -1.6599 -0.2064
H 1.0948 2.3661 -0.3815 -0.1916 -2.6149 1.2294
H 2.9236 0.5285 -0.3684 -0.6256 0.1231 -0.2741
H 2.0445 -1.6059 -0.6687 -0.5778 -0.9795 -0.0180
H 2.0473 -1.3105 1.0836 -2.5305 0.1231 -1.5359
N -2.0305 -0.8931 -0.1764 0.2420 0.7328 0.4436
N -0.4336 0.9152 0.0847 -2.0973 1.9546 0.8806
O 0.0636 -1.2460 -0.2376 3.6267 -2.7497 0.7199
S -3.3388 0.1370 -0.1982 -2.6901 -1.0521 2.2357
```
Positions in Å, forces in eV/Å.

Properties
E_tot ... -738.80653 Eh
ΔE to the lowest compared entry with this formula, charge and spin ... 520.2 kJ/mol